1.
{
  "formula": "C4H8NOS",
  "method": "ωB97M-V/def2-TZVPD",
  "species": ["C", "N", "C", "C", "O", "C", "S", "H", "H", "H", "H", "H", "H", "H", "H"],
  "xyz": [[-0.140, 1.395, -1.463], [0.597, 0.397, -0.808], [0.180, -0.066, 0.517], [1.297, -0.808, 1.166], [2.253, -1.330, 0.636], [-1.092, -0.953, 0.506], [-1.940, -1.001, 2.097], [-0.459, 2.219, -0.817], [0.405, 1.899, -2.260], [-1.168, 1.103, -1.756], [1.288, -0.226, -1.189], [0.089, 0.848, 1.114], [1.131, -0.961, 2.249], [-1.719, -0.583, -0.305], [-0.722, -1.934, 0.313]],
  "forces_ev_per_a": [[-1.32, 0.57, -0.19], [0.82, -0.89, 1.53], [0.53, 1.11, -1.20], [-0.28, -0.80, 0.82], [0.05, 0.36, -0.47], [0.37, 0.95, 0.89], [-0.29, 0.11, 0.35], [0.70, 0.13, 0.72], [-0.05, -0.39, -0.31], [0.35, -0.39, -0.80], [-0.13, 0.38, -0.81], [-0.68, -0.14, 0.33], [-0.02, 0.08, -0.05], [-0.05, -0.18, -0.08], [0.01, -0.90, -0.73]],
  "fmax_ha_per_bohr": 0.0380,
  "e_lumo_ev": 3.72,
  "smiles": "CN[C@H](C=O)C[S-]",
  "total_energy_ha": -685.3939,
  "gap_ha": 0.2313,
  "molar_mass_da": 118.2,
  "e_homo_ev": -2.57,
  "multiplicity": 1,
  "charge": -1
}

2.
{
  "formula": "C4H8NOS",
  "method": "ωB97M-V/def2-TZVPD",
  "species": ["C", "C", "C", "C", "N", "O", "S", "H", "H", "H", "H", "H", "H", "H", "H"],
  "xyz": [[-1.035, 0.641, -0.036], [2.229, 0.236, 0.717], [1.516, 0.116, 1.740], [-1.759, -1.606, -0.876], [-0.276, 1.598, -0.190], [-0.983, -0.342, -0.823], [2.711, 0.516, -0.804], [-1.825, 0.868, 0.819], [1.046, 0.044, 2.618], [0.243, 1.482, -0.996], [0.008, 2.237, 0.610], [-1.120, -2.268, -1.453], [-2.724, -1.382, -1.132], [-1.885, -1.951, 0.189], [3.851, -0.189, -0.382]],
  "forces_ev_per_a": [[-5.51, -2.01, 3.73], [-4.81, -0.39, 5.96], [4.32, 0.59, -6.13], [1.94, 0.09, 3.44], [2.18, 4.20, 1.64], [0.21, -0.63, -1.07], [2.76, -0.83, -1.08], [1.38, -1.62, -1.51], [-1.41, -0.31, 2.96], [2.22, 0.57, -1.84], [-0.68, -0.89, -1.77], [-0.54, 0.08, -0.16], [-2.17, 0.40, -1.72], [0.63, 0.03, -0.98], [-0.51, 0.74, -1.47]],
  "fmax_ha_per_bohr": 0.1490,
  "e_lumo_ev": -3.76,
  "total_energy_ha": -684.9893,
  "gap_ha": 0.3231,
  "molar_mass_da": 118.2,
  "e_homo_ev": -12.55,
  "multiplicity": 1,
  "charge": 1
}

3.
{
  "formula": "C4H8NPS",
  "method": "ωB97M-V/def2-TZVPD",
  "species": ["H", "N", "C", "P", "C", "C", "C", "S", "H", "H", "H", "H", "H", "H", "H"],
  "xyz": [[2.074, 1.367, -1.194], [1.711, 0.531, -0.923], [0.681, 0.663, -0.190], [-0.082, 2.409, 0.056], [-0.255, -0.418, 0.290], [0.306, -1.825, 0.363], [-1.544, -0.488, -0.657], [-3.017, 0.007, -0.239], [1.313, 2.713, 0.079], [-0.342, 2.482, 1.405], [-0.649, -0.025, 1.251], [-0.403, -2.568, 0.698], [0.997, -1.790, 1.285], [0.821, -2.060, -0.540], [-1.610, -0.997, -1.685]],
  "forces_ev_per_a": [[1.49, 3.09, -0.91], [-2.17, -3.83, 1.64], [-0.89, 0.89, -0.86], [1.39, -0.52, -1.55], [-1.77, -0.32, -1.06], [1.20, 0.85, 3.02], [-0.04, -0.33, -0.55], [0.13, 0.27, 0.44], [-0.54, 1.01, 0.41], [0.17, -0.24, 0.95], [0.09, -0.66, -0.42], [-0.53, -0.12, -0.53], [-0.32, -0.23, -1.68], [0.44, -0.45, -0.44], [1.36, 0.60, 1.53]],
  "fmax_ha_per_bohr": 0.0914,
  "e_lumo_ev": -0.43,
  "smiles": "[H]/N=C(\\P)[C@H](C)C=S",
  "total_energy_ha": -951.4101,
  "gap_ha": 0.3091,
  "molar_mass_da": 133.2,
  "e_homo_ev": -8.84,
  "multiplicity": 1,
  "charge": 0
}

4.
{
  "formula": "C4H8NS",
  "method": "ωB97M-V/def2-TZVPD",
  "species": ["C", "C", "C", "C", "N", "S", "H", "H", "H", "H", "H", "H", "H", "H"],
  "xyz": [[-1.103, 1.175, 0.884], [-2.327, 0.807, 0.513], [0.139, 0.928, 1.378], [0.455, -0.404, -1.340], [0.957, -0.629, 0.011], [0.084, 2.487, 0.672], [-2.933, 1.665, 0.324], [-2.533, -0.231, 0.751], [0.736, 0.678, 2.175], [-0.623, 0.041, -1.208], [1.153, 0.327, -1.787], [0.437, -1.204, -1.987], [1.968, -0.467, 0.209], [0.501, -1.451, 0.470]],
  "forces_ev_per_a": [[-1.59, -0.04, -0.54], [1.84, 0.21, 1.60], [1.14, -0.15, -2.62], [-0.63, 3.76, 1.64], [-0.69, 0.11, 1.74], [0.04, 0.21, 0.01], [-1.11, -0.32, -0.86], [-0.91, 0.26, -0.24], [0.83, -1.08, 1.83], [1.95, -0.71, -0.67], [-0.74, -0.06, 0.02], [-0.13, -2.25, -1.01], [-1.22, -0.78, -0.46], [1.23, 0.85, -0.43]],
  "fmax_ha_per_bohr": 0.0807,
  "e_lumo_ev": -5.70,
  "total_energy_ha": -609.7571,
  "gap_ha": 0.2997,
  "molar_mass_da": 102.2,
  "e_homo_ev": -13.86,
  "multiplicity": 1,
  "charge": 1
}

5.
{
  "formula": "C4H8NaO3",
  "method": "ωB97M-V/def2-TZVPD",
  "species": ["C", "C", "O", "H", "H", "H", "H", "H", "Na", "O", "O", "C", "C", "H", "H", "H"],
  "xyz": [[-1.006, 0.672, -2.430], [-1.034, 0.416, -0.940], [0.195, -0.697, 0.346], [-1.995, 1.030, -2.741], [-0.275, 1.450, -2.688], [-0.799, -0.251, -2.986], [-1.624, -0.490, -0.735], [-1.498, 1.255, -0.402], [1.568, -2.512, -0.141], [0.431, 0.430, -0.458], [2.393, -1.006, 1.440], [1.602, -0.576, 2.300], [0.301, -0.090, 1.810], [-0.527, -0.276, 2.509], [1.893, -0.362, 3.342], [0.375, 1.009, 1.773]],
  "forces_ev_per_a": [[-0.26, 0.21, -0.17], [0.42, 2.51, -1.42], [0.97, 0.58, 5.52], [0.19, -0.09, -0.03], [-0.18, -0.25, 0.02], [0.11, 0.31, 0.09], [0.97, 0.19, 0.23], [0.09, -0.25, -0.14], [0.18, 0.37, 0.02], [-3.36, -1.31, -1.57], [-0.78, -0.04, 2.61], [2.17, -0.01, -2.26], [-0.44, -1.00, -1.48], [-0.13, -0.57, -0.72], [0.07, -0.32, -0.14], [-0.02, -0.30, -0.57]],
  "fmax_ha_per_bohr": 0.1095,
  "e_lumo_ev": -4.11,
  "total_energy_ha": -544.8731,
  "gap_ha": 0.3637,
  "molar_mass_da": 127.1,
  "e_homo_ev": -14.01,
  "multiplicity": 1,
  "charge": 1
}

6.
{
  "formula": "C4H8NdO3",
  "method": "ωB97M-V/def2-TZVPD",
  "species": ["C", "H", "H", "H", "O", "C", "H", "H", "O", "C", "C", "O", "Nd", "H", "H", "H"],
  "xyz": [[0.848, -2.060, 0.684], [-0.017, -2.166, 1.352], [1.419, -3.005, 0.743], [0.792, -2.008, -0.422], [1.798, -1.041, 1.307], [2.561, -0.253, 0.377], [3.267, 0.347, 0.982], [3.098, -0.908, -0.343], [-0.995, 2.766, -0.298], [-2.084, 2.213, -0.406], [-2.170, 0.748, -0.691], [-0.939, 0.187, -0.895], [1.024, 1.449, -0.811], [-3.012, 2.772, -0.189], [-2.862, 0.650, -1.558], [-2.728, 0.310, 0.168]],
  "forces_ev_per_a": [[2.95, -0.54, 0.57], [0.06, 0.52, -0.84], [-0.26, 0.17, 0.48], [-0.87, 0.93, 0.74], [-1.26, 0.24, -1.85], [-0.64, -0.77, 0.37], [-0.13, -0.29, -0.23], [-0.12, 0.40, 0.21], [0.38, 0.21, -0.18], [-0.48, -0.49, 0.70], [-0.34, 0.26, -0.24], [1.89, 1.16, -0.06], [-1.69, -1.85, 0.57], [0.22, 0.01, -0.23], [0.16, -0.08, 0.22], [0.12, 0.11, -0.21]],
  "fmax_ha_per_bohr": 0.0594,
  "e_lumo_ev": [-4.94, -4.65],
  "total_energy_ha": -943.9889,
  "gap_ha": [0.2315, 0.2629],
  "molar_mass_da": 248.3,
  "s_squared": 4.105,
  "e_homo_ev": [-11.24, -11.80],
  "multiplicity": 4,
  "charge": 1
}

7.
{
  "formula": "C4H8O",
  "method": "ωB97M-V/def2-TZVPD",
  "species": ["C", "C", "O", "C", "C", "H", "H", "H", "H", "H", "H", "H", "H"],
  "xyz": [[1.437, 0.931, 0.648], [1.707, -0.301, 0.220], [0.684, -1.024, -0.257], [-0.539, 0.038, -0.746], [-1.710, -0.547, -0.023], [2.170, 1.701, 0.752], [0.451, 1.082, 1.074], [2.707, -0.751, 0.260], [-0.366, -0.199, -1.780], [-0.573, 1.160, -0.670], [-1.642, -0.308, 1.047], [-1.661, -1.625, -0.142], [-2.667, -0.156, -0.384]],
  "forces_ev_per_a": [[0.78, 0.10, 1.07], [0.07, 0.89, 0.12], [-1.61, 1.95, -0.34], [0.56, -1.49, 0.01], [-0.13, -0.26, -0.06], [0.51, 0.08, 0.62], [0.05, 0.54, -0.59], [-0.47, -0.05, -0.61], [-0.73, -0.22, -0.48], [1.17, -1.35, 0.47], [0.03, -0.07, -0.23], [-0.37, -0.08, 0.12], [0.14, -0.06, -0.09]],
  "fmax_ha_per_bohr": 0.0496,
  "e_lumo_ev": 1.03,
  "smiles": "C=COCC",
  "total_energy_ha": -232.3374,
  "gap_ha": 0.3392,
  "molar_mass_da": 72.1,
  "e_homo_ev": -8.20,
  "multiplicity": 1,
  "charge": 0
}

8.
{
  "formula": "C4H8O",
  "method": "ωB97M-V/def2-TZVPD",
  "species": ["O", "C", "C", "C", "C", "H", "H", "H", "H", "H", "H", "H", "H"],
  "xyz": [[1.207, -0.596, 0.061], [1.653, 0.893, 0.493], [0.005, -0.020, -0.594], [-1.219, 0.500, 0.078], [-1.207, -0.869, -0.579], [1.049, -1.214, 0.810], [2.725, 0.865, 0.334], [1.399, 0.855, 1.558], [0.328, 0.473, -1.504], [-1.255, 0.542, 1.162], [-1.768, 1.319, -0.394], [-1.213, -1.716, 0.102], [-1.702, -1.032, -1.526]],
  "forces_ev_per_a": [[-1.08, 1.10, -0.21], [0.94, 0.84, 0.64], [-0.38, -1.21, -0.45], [0.15, -0.12, 0.22], [-0.37, -0.32, -0.20], [-0.26, 0.64, -0.66], [0.43, -0.30, 0.37], [0.31, 0.12, 0.10], [0.04, -0.31, 0.33], [0.07, -0.14, -0.12], [0.46, -0.24, 0.03], [-0.07, 0.02, -0.15], [-0.23, -0.06, 0.10]],
  "fmax_ha_per_bohr": 0.0303,
  "e_lumo_ev": 0.60,
  "total_energy_ha": -232.2266,
  "gap_ha": 0.2711,
  "molar_mass_da": 72.1,
  "e_homo_ev": -6.78,
  "multiplicity": 1,
  "charge": 0
}

9.
{
  "formula": "C4H8O",
  "method": "ωB97M-V/def2-TZVPD",
  "species": ["C", "C", "C", "C", "O", "H", "H", "H", "H", "H", "H", "H", "H"],
  "xyz": [[-0.461, 0.934, 0.007], [0.825, 0.370, -0.704], [-1.373, -0.147, 0.521], [1.846, -0.426, 0.055], [-2.523, -0.188, -0.249], [-0.228, 1.696, 0.853], [-0.871, 1.653, -0.734], [0.520, -0.245, -1.583], [-1.001, -1.013, 0.994], [1.761, -1.410, -0.184], [1.588, -0.167, 1.114], [2.918, 0.017, 0.092], [-3.001, -1.074, -0.182]],
  "forces_ev_per_a": [[1.99, 2.13, 0.84], [-1.84, -1.50, -0.07], [-0.44, 1.92, -2.28], [1.04, 5.20, 2.62], [-0.67, -2.22, 0.56], [0.19, -1.44, -1.02], [-0.67, -0.96, 0.35], [0.09, 1.00, 0.12], [0.20, -0.96, 0.42], [0.38, -2.85, -0.37], [0.13, -1.06, -0.34], [-1.45, -0.99, -0.87], [1.05, 1.73, 0.05]],
  "fmax_ha_per_bohr": 0.1150,
  "e_lumo_ev": [0.77, 0.53],
  "total_energy_ha": -232.2798,
  "gap_ha": [0.3242, 0.2864],
  "molar_mass_da": 72.1,
  "e_homo_ev": [-8.05, -7.26],
  "multiplicity": 1,
  "charge": 0
}

10.
{
  "formula": "C4H8O",
  "method": "ωB97M-V/def2-TZVPD",
  "species": ["C", "C", "C", "C", "O", "H", "H", "H", "H", "H", "H", "H", "H"],
  "xyz": [[1.195, 0.349, -0.602], [-0.305, 0.085, -0.427], [-0.641, -1.353, 0.025], [-1.068, 0.956, 0.550], [-0.202, 1.546, 1.353], [1.754, 0.161, 0.320], [1.374, 1.394, -0.882], [1.620, -0.283, -1.391], [-0.814, 0.236, -1.389], [-0.035, -1.640, 0.892], [-0.465, -2.083, -0.772], [-1.694, -1.419, 0.323], [-0.719, 2.050, 2.000]],
  "forces_ev_per_a": [[0.02, 0.05, 0.07], [-0.12, 0.05, -0.05], [-0.04, -0.10, 0.07], [0.43, -0.04, -0.04], [-0.36, -0.04, -0.01], [-0.13, -0.02, -0.12], [-0.04, -0.17, 0.04], [-0.14, 0.05, 0.14], [0.02, 0.00, 0.14], [-0.05, 0.07, -0.11], [0.05, 0.19, 0.09], [0.18, -0.03, -0.10], [0.17, -0.03, -0.11]],
  "fmax_ha_per_bohr": 0.0085,
  "e_lumo_ev": 0.86,
  "total_energy_ha": -232.3559,
  "gap_ha": 0.3419,
  "molar_mass_da": 72.1,
  "e_homo_ev": -8.44,
  "multiplicity": 1,
  "charge": 0
}

11.
{
  "formula": "C4H8O",
  "method": "ωB97M-V/def2-TZVPD",
  "species": ["C", "C", "O", "C", "C", "H", "H", "H", "H", "H", "H", "H", "H"],
  "xyz": [[0.671, 1.390, 0.161], [0.167, 0.034, -0.261], [0.858, -0.408, -1.405], [-1.266, -0.397, -0.219], [-0.260, -1.006, 0.731], [0.213, 1.750, 1.087], [0.501, 2.134, -0.625], [1.751, 1.305, 0.315], [1.220, -1.284, -1.236], [-2.049, 0.232, 0.192], [-1.533, -0.990, -1.086], [-0.326, -0.726, 1.780], [0.053, -2.034, 0.564]],
  "forces_ev_per_a": [[0.01, -0.01, 0.04], [-0.13, 0.15, 0.22], [0.22, -0.23, -0.16], [-0.15, 0.12, -0.06], [0.15, -0.12, 0.10], [-0.03, -0.14, -0.14], [-0.01, -0.16, 0.10], [-0.09, 0.12, 0.05], [0.03, 0.12, -0.01], [0.18, 0.00, -0.09], [-0.18, 0.02, 0.16], [0.07, -0.01, -0.21], [-0.06, 0.13, 0.01]],
  "fmax_ha_per_bohr": 0.0069,
  "e_lumo_ev": 1.04,
  "smiles": "CC1(O)CC1",
  "total_energy_ha": -232.4084,
  "gap_ha": 0.3917,
  "molar_mass_da": 72.1,
  "e_homo_ev": -9.62,
  "multiplicity": 1,
  "charge": 0
}

12.
{
  "formula": "C4H8O",
  "method": "ωB97M-V/def2-TZVPD",
  "species": ["C", "C", "C", "O", "C", "H", "H", "H", "H", "H", "H", "H", "H"],
  "xyz": [[-0.396, 1.131, 1.755], [-0.240, 0.370, 0.484], [0.530, -0.665, 0.335], [0.769, -1.367, -0.760], [0.193, -0.868, -1.950], [0.500, 1.652, 2.049], [-1.175, 1.864, 1.660], [-0.676, 0.401, 2.524], [-0.800, 0.726, -0.350], [1.220, -1.053, 1.121], [0.286, 0.252, -2.130], [-0.930, -1.079, -1.931], [0.720, -1.363, -2.807]],
  "forces_ev_per_a": [[-0.12, -0.89, 0.37], [-0.79, 1.29, -0.04], [2.07, -1.04, 1.77], [0.27, -0.19, -1.85], [-1.06, 0.27, -1.18], [0.40, 0.13, 0.19], [-0.45, 0.30, 0.07], [0.06, 0.50, 0.24], [-0.36, 0.15, -0.49], [-0.91, 0.40, -0.27], [0.23, -1.23, 0.66], [1.40, 0.11, -0.31], [-0.74, 0.20, 0.85]],
  "fmax_ha_per_bohr": 0.0567,
  "e_lumo_ev": 1.06,
  "smiles": "C/C=C/OC",
  "total_energy_ha": -232.3932,
  "gap_ha": 0.3550,
  "molar_mass_da": 72.1,
  "e_homo_ev": -8.60,
  "multiplicity": 1,
  "charge": 0
}

What did the first record say?
{
  "formula": "C4H8NOS",
  "method": "ωB97M-V/def2-TZVPD",
  "species": ["C", "N", "C", "C", "O", "C", "S", "H", "H", "H", "H", "H", "H", "H", "H"],
  "xyz": [[-0.140, 1.395, -1.463], [0.597, 0.397, -0.808], [0.180, -0.066, 0.517], [1.297, -0.808, 1.166], [2.253, -1.330, 0.636], [-1.092, -0.953, 0.506], [-1.940, -1.001, 2.097], [-0.459, 2.219, -0.817], [0.405, 1.899, -2.260], [-1.168, 1.103, -1.756], [1.288, -0.226, -1.189], [0.089, 0.848, 1.114], [1.131, -0.961, 2.249], [-1.719, -0.583, -0.305], [-0.722, -1.934, 0.313]],
  "forces_ev_per_a": [[-1.32, 0.57, -0.19], [0.82, -0.89, 1.53], [0.53, 1.11, -1.20], [-0.28, -0.80, 0.82], [0.05, 0.36, -0.47], [0.37, 0.95, 0.89], [-0.29, 0.11, 0.35], [0.70, 0.13, 0.72], [-0.05, -0.39, -0.31], [0.35, -0.39, -0.80], [-0.13, 0.38, -0.81], [-0.68, -0.14, 0.33], [-0.02, 0.08, -0.05], [-0.05, -0.18, -0.08], [0.01, -0.90, -0.73]],
  "fmax_ha_per_bohr": 0.0380,
  "e_lumo_ev": 3.72,
  "smiles": "CN[C@H](C=O)C[S-]",
  "total_energy_ha": -685.3939,
  "gap_ha": 0.2313,
  "molar_mass_da": 118.2,
  "e_homo_ev": -2.57,
  "multiplicity": 1,
  "charge": -1
}